[1]
{"formula": "C20H27N5O3S", "method": "wB97M-V/def2-TZVPD", "elements": ["C", "O", "C", "C", "C", "C", "C", "C", "H", "H", "H", "N", "C", "C", "N", "C", "C", "O", "N", "C", "N", "C", "C", "S", "C", "O", "N", "C", "H", "H", "H", "C", "H", "H", "H", "C", "H", "H", "H", "H", "H", "H", "C", "C", "H", "H", "H", "H", "H", "H", "H", "H", "H", "H", "H", "H"], "coordinates": [[0.654, 5.067, 0.621], [0.887, 3.846, -0.039], [-0.189, 3.018, -0.247], [0.027, 1.982, -1.149], [-0.995, 1.101, -1.502], [-2.237, 1.267, -0.872], [-2.427, 2.265, 0.057], [-1.422, 3.164, 0.372], [-1.609, 3.943, 1.091], [-3.387, 2.363, 0.539], [-3.068, 0.629, -1.126], [-0.840, 0.149, -2.488], [0.353, 0.019, -3.278], [1.270, -1.083, -2.718], [0.448, -2.121, -2.117], [1.174, -3.345, -1.881], [0.315, -4.389, -1.195], [0.218, -5.524, -1.608], [-0.377, -4.020, -0.076], [-0.382, -2.901, 0.721], [-0.960, -2.952, 1.876], [-0.856, -1.786, 2.561], [-0.126, -0.814, 1.927], [0.362, -1.371, 0.346], [0.110, 0.552, 2.443], [-0.795, 1.177, 2.975], [1.365, 1.046, 2.352], [2.496, 0.356, 1.786], [2.584, 0.554, 0.713], [2.416, -0.718, 1.945], [3.402, 0.710, 2.279], [1.626, 2.388, 2.814], [2.338, 2.374, 3.643], [0.684, 2.811, 3.158], [2.031, 2.990, 2.000], [-1.473, -1.687, 3.911], [-2.446, -2.171, 3.896], [-0.851, -2.200, 4.644], [-1.582, -0.644, 4.192], [-0.914, -4.779, 0.338], [2.027, -3.113, -1.232], [1.559, -3.803, -2.808], [-0.805, -2.275, -2.832], [-1.665, -1.041, -2.522], [-2.128, -1.182, -1.544], [-2.459, -0.944, -3.275], [-0.643, -2.391, -3.915], [-1.321, -3.170, -2.482], [1.902, -1.483, -3.527], [1.921, -0.681, -1.936], [0.881, 0.968, -3.333], [0.047, -0.242, -4.298], [1.017, 1.907, -1.568], [0.374, 4.920, 1.669], [-0.127, 5.647, 0.119], [1.595, 5.614, 0.575]], "forces_ev_per_angstrom": [[-0.03, 0.22, 0.12], [-0.16, -0.44, -0.20], [-0.02, 0.06, -0.02], [0.21, 0.00, -0.01], [-0.09, 0.38, 0.07], [-0.17, -0.16, 0.05], [0.07, -0.07, -0.10], [0.20, 0.31, 0.14], [0.03, 0.09, 0.09], [-0.08, 0.00, 0.04], [-0.07, -0.07, -0.05], [0.11, -0.18, -0.02], [0.16, -0.04, -0.02], [0.01, 0.15, 0.05], [0.00, -0.45, -0.45], [0.11, -0.07, -0.31], [0.23, 0.03, -0.15], [0.07, -0.05, -0.13], [-0.51, -0.56, 0.11], [0.47, 1.13, 0.03], [-0.21, -0.82, -0.14], [0.42, 0.86, -0.06], [-0.18, -0.70, -0.11], [-0.47, -0.01, 0.82], [-0.16, -0.02, 0.12], [-0.18, 0.07, 0.11], [0.23, 0.23, 0.03], [0.13, -0.19, -0.07], [0.11, -0.02, -0.03], [0.07, 0.07, -0.01], [0.00, -0.01, -0.01], [-0.15, 0.21, 0.09], [0.01, 0.01, 0.00], [0.11, 0.06, -0.02], [0.03, 0.04, 0.02], [-0.03, 0.11, 0.00], [-0.08, -0.03, 0.05], [0.00, -0.06, 0.06], [-0.04, -0.01, 0.08], [0.12, 0.10, -0.12], [0.05, -0.04, -0.03], [-0.04, -0.02, 0.20], [-0.13, 0.13, -0.06], [-0.30, -0.11, -0.13], [0.02, 0.01, -0.06], [-0.03, -0.09, 0.11], [-0.03, -0.06, 0.04], [-0.03, 0.06, -0.07], [-0.01, 0.02, 0.06], [0.10, 0.03, -0.02], [-0.02, -0.06, -0.08], [0.11, 0.07, 0.05], [0.12, -0.01, -0.10], [0.00, 0.00, -0.04], [0.02, -0.04, 0.03], [-0.08, -0.01, 0.04]], "relative_energy_ev": 1.8515, "orbital_gap_ev": 8.1804, "lumo_ev": 0.532, "multiplicity": 1, "energy_ev": -45606.604}

[2]
{"formula": "C20H27N5O4", "method": "wB97M-V/def2-TZVPD", "elements": ["C", "C", "N", "C", "C", "C", "C", "H", "H", "O", "C", "C", "C", "C", "N", "O", "C", "O", "N", "C", "H", "C", "N", "C", "C", "O", "N", "H", "C", "C", "H", "H", "H", "C", "H", "H", "H", "H", "H", "H", "C", "C", "H", "H", "H", "H", "H", "H", "H", "H", "H", "H", "H", "H", "H", "H"], "coordinates": [[0.103, -0.032, -3.710], [-0.252, 1.205, -2.952], [0.512, 2.274, -3.156], [0.249, 3.392, -2.520], [-0.812, 3.540, -1.621], [-1.621, 2.430, -1.401], [-1.331, 1.254, -2.075], [-1.952, 0.384, -1.924], [-2.470, 2.465, -0.735], [-0.957, 4.774, -1.046], [-1.916, 4.936, -0.029], [-1.645, 4.037, 1.133], [-0.479, 3.489, 1.587], [-0.901, 2.636, 2.639], [-2.197, 2.697, 2.788], [-2.669, 3.563, 1.857], [0.010, 1.769, 3.446], [0.664, 2.209, 4.368], [0.068, 0.484, 3.031], [-0.556, -0.039, 1.840], [-1.338, 0.631, 1.488], [0.508, -0.240, 0.762], [1.515, -1.165, 1.257], [2.473, -1.500, 0.217], [1.798, -2.309, -0.888], [2.030, -2.139, -2.067], [0.941, -3.229, -0.412], [0.766, -3.228, 0.582], [0.104, -4.060, -1.254], [-1.335, -3.545, -1.239], [-1.956, -4.149, -1.894], [-1.367, -2.514, -1.584], [-1.745, -3.590, -0.231], [0.182, -5.510, -0.786], [-0.398, -6.148, -1.447], [1.213, -5.853, -0.789], [-0.215, -5.605, 0.223], [0.514, -3.969, -2.265], [2.939, -0.612, -0.239], [3.264, -2.116, 0.653], [2.151, -0.625, 2.449], [1.101, -0.392, 3.538], [1.552, 0.083, 4.410], [0.647, -1.344, 3.829], [2.892, -1.344, 2.805], [2.665, 0.328, 2.236], [0.053, -0.657, -0.138], [0.949, 0.738, 0.495], [-1.008, -1.005, 2.088], [0.516, 3.659, 1.234], [-1.833, 5.986, 0.270], [-2.937, 4.757, -0.396], [0.897, 4.233, -2.724], [0.560, 0.241, -4.656], [-0.778, -0.644, -3.890], [0.830, -0.627, -3.156]], "forces_ev_per_angstrom": [[0.07, -0.08, 0.07], [-0.31, -0.15, 0.08], [0.28, -0.14, -0.27], [-0.29, 0.43, 0.44], [0.07, -0.36, -0.23], [0.01, 0.30, 0.04], [0.17, 0.10, -0.12], [-0.06, -0.09, -0.02], [-0.06, 0.02, 0.07], [0.19, -0.05, -0.08], [-0.35, 0.13, 0.14], [0.96, -0.34, 0.30], [-0.69, 0.32, -0.11], [-0.38, 0.80, -0.45], [0.20, -0.92, 0.99], [-0.02, 0.53, -0.68], [-0.24, -0.20, 0.21], [0.09, 0.27, 0.06], [-0.01, -0.23, 0.07], [-0.04, 0.04, -0.57], [0.03, -0.08, 0.03], [-0.31, -0.07, 0.13], [0.18, 0.02, 0.03], [0.03, 0.13, -0.08], [0.11, 0.09, 0.43], [0.21, 0.06, -0.36], [-0.19, -0.31, 0.12], [0.06, 0.14, 0.00], [-0.10, -0.11, -0.14], [0.30, -0.06, -0.14], [-0.14, -0.06, -0.06], [-0.04, 0.13, -0.04], [-0.08, -0.01, 0.13], [0.08, 0.23, -0.20], [-0.09, -0.11, -0.03], [0.08, -0.06, 0.02], [-0.06, -0.05, 0.14], [-0.07, -0.03, 0.16], [-0.06, -0.11, -0.02], [0.01, 0.05, -0.02], [-0.13, -0.11, 0.23], [0.46, 0.05, 0.18], [-0.06, -0.12, -0.08], [0.04, 0.03, 0.00], [0.02, 0.05, 0.00], [0.00, -0.03, 0.01], [-0.04, 0.04, -0.02], [-0.01, -0.04, -0.02], [-0.03, 0.06, -0.06], [0.22, 0.05, -0.15], [-0.10, -0.18, -0.06], [0.11, 0.03, 0.03], [0.04, 0.18, 0.05], [-0.02, 0.00, -0.10], [-0.06, -0.10, -0.05], [-0.01, -0.04, -0.03]], "relative_energy_ev": 1.2273, "orbital_gap_ev": 9.3875, "lumo_ev": 0.566, "multiplicity": 1, "energy_ev": -36818.072}

[3]
{"formula": "C20H28BF15NO13S2", "method": "wB97M-V/def2-TZVPD", "elements": ["C", "B", "O", "S", "O", "O", "N", "S", "O", "O", "C", "C", "C", "F", "F", "F", "H", "H", "H", "H", "H", "H", "H", "H", "C", "C", "O", "C", "O", "C", "F", "F", "F", "H", "H", "H", "H", "H", "C", "C", "O", "C", "O", "C", "F", "F", "F", "H", "H", "H", "H", "H", "C", "C", "O", "C", "O", "C", "F", "F", "F", "H", "H", "H", "H", "H", "C", "C", "O", "C", "O", "C", "F", "F", "F", "H", "H", "H", "H", "H"], "coordinates": [[2.602, -2.947, 0.062], [2.766, -2.017, -1.183], [3.368, -2.432, -2.339], [2.239, -0.181, -1.130], [3.224, 0.477, -1.972], [2.238, 0.164, 0.292], [0.800, 0.018, -1.797], [-0.473, 0.427, -0.955], [-0.277, 1.590, -0.118], [-1.605, 0.469, -1.871], [-0.911, -0.896, 0.182], [-1.777, -1.983, -0.438], [-1.120, -3.001, -1.325], [-0.667, -2.500, -2.477], [-2.006, -3.971, -1.648], [-0.076, -3.626, -0.749], [2.392, -3.967, -0.270], [1.830, -2.636, 0.761], [3.557, -2.975, 0.588], [4.240, -2.813, -2.206], [-1.522, -0.379, 0.926], [-0.024, -1.260, 0.701], [-2.556, -1.517, -1.045], [-2.272, -2.560, 0.347], [-3.148, 2.888, -0.177], [-4.337, 3.662, 0.333], [-5.501, 2.804, 0.502], [-5.566, 2.118, 1.622], [-4.804, 2.115, 2.544], [-6.874, 1.286, 1.643], [-7.099, 0.678, 0.476], [-7.915, 2.098, 1.900], [-6.821, 0.362, 2.598], [-3.385, 2.367, -1.104], [-2.314, 3.562, -0.370], [-2.809, 2.146, 0.543], [-4.670, 4.411, -0.382], [-4.133, 4.155, 1.283], [-1.698, -0.662, -5.758], [-1.374, -2.136, -5.757], [-2.261, -2.880, -6.642], [-1.947, -2.890, -7.917], [-1.019, -2.372, -8.467], [-2.972, -3.757, -8.694], [-4.229, -3.502, -8.316], [-2.725, -5.058, -8.471], [-2.874, -3.532, -10.003], [-2.743, -0.503, -5.490], [-1.073, -0.158, -5.021], [-1.520, -0.220, -6.739], [-1.542, -2.566, -4.775], [-0.342, -2.326, -6.048], [2.437, 2.845, 1.477], [2.417, 4.280, 1.934], [2.847, 4.399, 3.328], [4.143, 4.448, 3.543], [5.040, 4.442, 2.753], [4.405, 4.574, 5.067], [3.638, 3.734, 5.774], [4.134, 5.825, 5.472], [5.678, 4.312, 5.346], [1.823, 2.238, 2.132], [2.023, 2.752, 0.475], [3.447, 2.437, 1.465], [1.407, 4.683, 1.941], [3.047, 4.924, 1.323], [1.780, 0.143, 5.603], [2.534, -0.003, 4.304], [3.326, -1.215, 4.280], [2.668, -2.304, 3.952], [1.501, -2.428, 3.719], [3.656, -3.485, 3.816], [4.533, -3.548, 4.823], [4.338, -3.330, 2.669], [2.994, -4.635, 3.762], [2.465, 0.112, 6.451], [1.259, 1.100, 5.612], [1.046, -0.654, 5.720], [3.262, 0.792, 4.169], [1.874, -0.012, 3.440]], "forces_ev_per_angstrom": [[0.11, -0.02, -0.19], [-0.39, -0.24, -0.27], [0.20, 0.68, 0.23], [0.25, 0.34, -0.23], [-0.12, -0.02, 0.33], [0.12, -0.27, -0.01], [-0.08, -0.34, 0.13], [-0.25, 0.04, -0.51], [-0.03, 0.04, 0.04], [0.28, 0.14, 0.14], [-0.13, -0.05, 0.19], [-0.23, -0.06, 0.08], [0.11, 0.02, -0.06], [0.02, 0.08, -0.20], [-0.15, -0.10, -0.04], [0.02, -0.03, 0.21], [0.04, 0.06, 0.02], [0.11, 0.09, 0.07], [0.02, 0.04, 0.10], [-0.20, -0.47, -0.07], [0.05, -0.04, -0.01], [0.06, 0.01, -0.14], [0.05, 0.00, 0.05], [0.09, 0.05, 0.02], [-0.18, -0.16, -0.02], [0.14, 0.23, -0.04], [0.02, 0.01, 0.02], [-0.14, -0.13, 0.04], [0.03, 0.05, -0.04], [0.18, 0.10, 0.01], [-0.04, -0.01, 0.04], [-0.02, -0.06, -0.01], [-0.06, 0.00, -0.03], [0.05, 0.03, -0.03], [0.02, -0.01, 0.02], [0.03, 0.07, 0.04], [-0.04, -0.04, -0.02], [-0.02, -0.08, 0.04], [-0.09, -0.01, -0.17], [0.17, 0.13, 0.32], [0.03, 0.01, 0.00], [-0.10, -0.08, -0.13], [0.00, 0.02, 0.07], [0.15, 0.13, 0.08], [0.00, -0.04, -0.04], [-0.05, 0.01, -0.03], [-0.04, -0.05, 0.02], [0.02, 0.01, 0.07], [-0.02, -0.01, 0.04], [0.05, 0.00, 0.02], [-0.06, -0.08, -0.05], [-0.03, -0.02, -0.10], [0.20, 0.10, 0.11], [-0.12, 0.06, -0.23], [0.04, 0.01, -0.04], [0.02, 0.01, 0.17], [-0.04, 0.00, -0.06], [-0.06, -0.06, -0.23], [0.03, 0.02, 0.04], [0.01, -0.01, 0.06], [0.00, 0.03, 0.06], [-0.16, -0.14, 0.03], [-0.03, 0.01, 0.01], [0.00, 0.04, -0.04], [-0.01, -0.01, 0.07], [0.09, -0.03, 0.06], [0.03, -0.14, 0.06], [-0.04, 0.37, -0.12], [0.00, 0.03, 0.07], [0.03, -0.28, -0.09], [0.00, 0.05, 0.07], [-0.21, 0.18, -0.16], [0.01, 0.01, -0.01], [0.19, -0.18, 0.25], [0.08, -0.09, -0.01], [0.00, 0.05, 0.00], [0.00, 0.01, 0.00], [-0.02, 0.04, -0.02], [0.05, 0.00, 0.02], [-0.05, -0.02, -0.05]], "orbital_gap_ev": 8.7941, "total_charge": -1, "lumo_ev": 2.287, "multiplicity": 1, "energy_ev": -112416.564}